# C3H8O2

A 2-piece molecular cluster, C3H8O2 overall (ωB97M-V/def2-TZVPD, OMol25).

The geometry in XYZ format:
```
13
Properties=species:S:1:pos:R:3:forces:R:3
C -1.865951 -0.474730 0.311054 -0.22 -0.10 -0.06
O -0.800065 0.437257 0.521398 0.16 -0.08 0.07
C 0.663293 0.381274 -0.825346 0.12 -0.07 -0.04
C 1.704425 0.338822 0.171004 -0.24 0.34 -0.28
O 1.516542 -0.496314 1.142242 0.08 -0.11 0.03
H -2.331723 -0.739887 1.267249 0.09 0.05 -0.15
H -2.608596 0.014663 -0.323233 0.08 -0.09 0.07
H -1.521277 -1.397619 -0.175896 -0.05 0.14 0.07
H 0.294973 -0.580913 -1.169649 -0.01 0.12 0.09
H 0.550462 1.235131 -1.491557 -0.02 -0.06 0.12
H 2.279416 0.005988 -0.873119 0.05 -0.05 0.16
H 2.202415 1.309296 0.366382 -0.05 -0.18 -0.02
H -0.083915 -0.032967 1.079470 0.01 0.10 -0.08
```
Forces are in eV/Å.

The value obtained for the orbital gap is 9.4 eV. The HOMO energy is -8.78 eV. The electronic energy is -7331.63749 eV. Its relative energy (zero: lowest compared OMol25 entry of this formula, charge and spin) is 101.77 kcal per mole. The charge is 0.

***

# C4H6N2

C4H6N2 as an isolated structure at a distorted geometry (ωB97M-V/def2-TZVPD, OMol25).

The geometry in XYZ format:
```
12
Properties=species:S:1:pos:R:3:forces:R:3
N 2.129466 -0.467925 -0.067976 -0.06 -0.81 -1.52
C 0.845264 -0.256081 -0.219178 0.83 -0.88 -0.24
C 0.106606 1.024998 -0.128391 0.95 0.08 1.03
C -1.330968 0.681202 0.010972 0.26 -0.20 0.39
C -1.403501 -0.655893 0.146687 0.19 0.19 -0.07
N -0.124369 -1.203892 0.028159 0.26 -0.22 0.02
H 2.641300 0.322871 -0.467303 -0.02 -0.15 0.33
H 0.944385 0.713664 0.772635 -2.87 2.38 0.35
H 0.459201 1.972525 -0.524738 0.07 -0.36 -0.21
H -2.171357 1.366785 -0.024704 0.32 -0.14 0.08
H -2.255856 -1.302991 0.329676 0.21 0.20 -0.15
H 0.155467 -2.141607 0.255000 -0.12 -0.10 -0.01
```
Forces are in eV/Å.

The value obtained for the orbital gap is 8.6 eV. The HOMO energy is -7.70 eV. The electronic energy is -7222.61610 eV. Its relative energy (zero: lowest compared OMol25 entry of this formula, charge and spin) is 68.60 kcal per mole. The charge is 0.